C3H9N | the ωB97M-V functional and the def2-TZVPD basis

Each line ends with the natural charge from an NBO analysis.
Positions of all 13 atoms, in Å:
C 0.388626 -2.538278 -2.332858  -0.87
H 0.777371 -3.508614 -2.055346  0.22
H 0.354456 -2.117993 -3.342062  0.22
H 0.932953 -1.778827 -1.779050  0.21
H -0.684207 -2.522192 -2.137939  0.21
C -0.897412 1.232006 1.842847  -0.45
C 0.371355 0.812933 -0.067954  -0.07
N 0.373839 1.116670 1.154618  -0.39
H -0.775087 1.885994 2.705313  0.20
H -1.226462 0.278227 2.251999  0.21
H -1.679412 1.662804 1.198820  0.17
H 1.376352 0.627788 -0.451408  0.17
H -0.496731 0.894878 -0.724795  0.15

Cartesian forces, eV/Å:
-0.884 1.191 -0.049
0.235 -0.198 -0.861
0.858 -1.069 -0.390
-0.262 0.034 0.485
0.052 0.046 0.819
-0.178 0.983 -0.051
0.927 0.919 0.378
-0.336 -1.104 0.488
-0.002 0.104 -0.031
0.120 -0.183 -0.236
-0.040 -0.237 0.093
-0.351 -0.025 -0.615
-0.137 -0.463 -0.030

Calculated values
Orbital gap ... 10.63 eV
HOMO energy ... -9.606 eV
Relative energy (zero: lowest compared OMol25 entry of this formula, charge and spin) ... 34.2 kcal/mol
Net charge ... 0
SMILES ... C=NC.C
F_max ... 1.484 eV/A